Here is C37H28ClNO2P2PtSeTe as an isolated structure from the OMol25 dataset. Energies are from ωB97M-V/def2-TZVPD.

Relative energy (zero: lowest compared OMol25 entry of this formula, charge and spin) in eV: 0.812
Orbital gap in eV: 4.85
Strongest force on any atom in eV/A: 0.429
DFT total energy in eV: -151394.82811
HOMO level in eV: -1.0
Total charge: -2

Last column: Löwdin charge in e.
Cartesian coordinates (Å):
Pt1 -1.45579 1.93041 2.27542  0.71
Cl1 -4.21459 -2.62787 7.36761  0.58
C1 -3.87110 -1.49869 6.06895  -0.68
C2 -4.80933 -0.49835 5.76012  -0.12
C3 -4.56659 0.38400 4.74702  0.00
C4 -3.35629 0.34872 3.98113  -0.36
O1 -3.23421 1.16736 3.01240  -0.27
C5 -2.42456 -0.67523 4.32734  -0.13
C6 -1.19895 -0.87166 3.60182  -0.21
O2 -0.71583 -0.13798 2.74680  -0.18
C7 -2.71115 -1.59068 5.35768  -0.08
H1 -5.72618 -0.43706 6.33335  0.10
H2 -5.27502 1.16054 4.49134  0.12
H3 -0.68105 -1.82848 3.79314  0.11
H4 -1.99407 -2.37296 5.57985  0.11
Te1 0.99658 -1.96243 0.86432  1.22
C8 2.20865 -3.01937 -0.55975  -0.55
C9 1.64822 -3.65370 -1.66386  -0.13
C10 2.47276 -4.28624 -2.58258  -0.16
N1 3.79966 -4.36374 -2.46504  0.03
C11 4.33107 -3.77337 -1.39485  -0.19
C12 3.59347 -3.09398 -0.43658  -0.16
C13 0.08732 -0.55476 -0.37684  -1.07
P1 0.46700 1.15917 -0.41804  0.94
C14 0.58402 1.91485 1.29606  -0.52
C15 1.55034 1.44059 2.25375  -0.15
C16 2.00976 2.23753 3.25497  -0.10
C17 1.53237 3.56545 3.40988  -0.11
C18 0.60069 4.04781 2.54597  -0.16
C19 0.11528 3.23705 1.46523  -0.43
C20 2.28904 1.31029 -0.74537  -0.36
C21 2.95072 2.52094 -0.50893  -0.10
C22 4.28983 2.68195 -0.82454  -0.11
C23 5.00917 1.63412 -1.39107  -0.13
C24 4.36766 0.42974 -1.63678  -0.10
C25 3.02358 0.27361 -1.31618  -0.12
P2 -1.21516 -1.27553 -1.34259  0.86
C26 -2.38127 0.11189 -1.68732  -0.39
C27 -2.65199 0.64807 -2.94489  -0.11
C28 -3.54425 1.70506 -3.08552  -0.11
C29 -4.16295 2.25373 -1.97188  -0.11
C30 -3.90559 1.72756 -0.71256  -0.10
C31 -3.04289 0.65142 -0.58350  -0.13
C32 -0.55910 -1.50714 -3.07449  -0.41
C33 0.47634 -0.73975 -3.60228  -0.10
C34 0.99910 -1.00743 -4.85939  -0.09
C35 0.48648 -2.05068 -5.62143  -0.12
C36 -0.55849 -2.81418 -5.11816  -0.12
C37 -1.07018 -2.54223 -3.85509  -0.14
H5 0.57722 -3.64474 -1.81821  0.07
H6 2.04143 -4.75901 -3.46001  0.09
H7 5.41277 -3.83327 -1.30547  0.09
H8 4.09910 -2.59938 0.38418  0.09
H9 1.95248 0.44521 2.13018  0.04
H10 2.76348 1.85638 3.93611  0.09
H11 1.89912 4.18226 4.22204  0.09
H12 0.19077 5.04371 2.63983  0.07
H13 -0.41022 3.73445 0.65938  0.04
H14 2.40905 3.34666 -0.05966  0.10
H15 4.77803 3.62904 -0.62249  0.09
H16 6.05850 1.75821 -1.63359  0.08
H17 4.91153 -0.40247 -2.07040  0.09
H18 2.53199 -0.67187 -1.50374  0.06
H19 -2.15354 0.25688 -3.82174  0.09
H20 -3.73237 2.11816 -4.07104  0.09
H21 -4.82591 3.10462 -2.07924  0.09
H22 -4.31901 2.17801 0.18145  0.06
H23 -2.84044 0.25856 0.40679  0.08
H24 0.87432 0.07331 -3.00752  0.08
H25 1.81227 -0.40272 -5.24486  0.10
H26 0.90284 -2.26989 -6.59791  0.09
H27 -0.96584 -3.63050 -5.70488  0.09
H28 -1.87157 -3.15437 -3.45194  0.09
Se1 -2.65851 4.02443 2.13811  -0.12



Here is C37H28F3N2O6P2S2SeTc as an isolated structure in a non-equilibrium geometry from the OMol25 dataset. Energies are from ωB97M-V/def2-TZVPD.

<S²>: 3.775
Relative energy (zero: lowest compared OMol25 entry of this formula, charge and spin) in eV: 1.968
Orbital gap (alpha / beta) in eV: 7.21 / 6.05
Strongest force on any atom in eV/A: 2.798
DFT total energy in eV: -170035.93870
HOMO level (alpha / beta) in eV: -4.7 / -5.1
Total charge: -1
2S+1: 4

Last column: Löwdin spin population.
Cartesian coordinates (Å):
Tc1 -0.70093 0.73105 -0.37547  1.77
N1 2.37584 -0.47699 -1.03094  0.06
P1 0.86048 -0.84230 -1.36525  0.03
C1 0.74936 -1.19421 -3.17434  0.01
C2 1.91949 -1.63538 -3.78202  0.00
C3 1.94529 -1.89593 -5.13766  0.00
C4 0.79480 -1.72437 -5.88893  0.00
C5 -0.37106 -1.28094 -5.28914  0.00
C6 -0.39589 -1.01136 -3.93217  0.00
C7 0.70559 -2.54624 -0.73506  0.00
C8 1.77066 -3.13687 -0.07384  0.00
C9 1.64321 -4.42467 0.41490  0.00
C10 0.45624 -5.11762 0.24996  0.00
C11 -0.60721 -4.53240 -0.41783  0.00
C12 -0.47522 -3.25345 -0.92361  0.00
P2 1.11120 1.94649 0.64691  0.00
C13 2.82592 2.42302 0.19389  0.00
C14 3.89783 1.59407 0.50754  0.00
C15 5.19129 1.99017 0.22954  0.00
C16 5.42957 3.21740 -0.36994  0.00
C17 4.36515 4.03721 -0.69793  0.00
C18 3.06604 3.64638 -0.41932  0.00
C19 1.41103 1.40486 2.35164  0.01
C20 1.25210 2.21551 3.46286  0.00
C21 1.46079 1.68405 4.72481  0.01
C22 1.83527 0.35992 4.87295  0.00
C23 1.98873 -0.44976 3.76064  0.01
C24 1.77515 0.06829 2.49993  0.01
H1 2.65786 0.36978 -1.51788  0.00
H2 2.80176 -1.76131 -3.16919  0.00
H3 2.85540 -2.22970 -5.61628  0.00
H4 0.80955 -1.93315 -6.94794  0.00
H5 -1.26078 -1.14321 -5.88590  0.00
H6 -1.29716 -0.65540 -3.45575  0.00
H7 2.68310 -2.57171 0.04465  0.00
H8 2.47205 -4.89398 0.92428  0.00
H9 0.35667 -6.12023 0.64017  0.00
H10 -1.53369 -5.07246 -0.54416  0.00
H11 -1.28464 -2.78925 -1.46858  0.00
H12 3.71623 0.64016 0.97141  0.00
H13 6.01545 1.34585 0.49938  0.00
H14 6.44290 3.53165 -0.57474  0.00
H15 4.52901 4.99818 -1.16347  0.00
H16 2.25451 4.30894 -0.67338  0.00
H17 0.97003 3.25080 3.32468  0.00
H18 1.32594 2.30526 5.59723  0.00
H19 2.00274 -0.05500 5.85539  0.00
H20 2.25880 -1.48787 3.87910  0.00
H21 1.86144 -0.56637 1.62714  0.00
F1 -5.97607 -2.74319 -2.98259  0.00
C25 -5.17244 -2.55448 -1.91020  0.01
F2 -4.39830 -3.64880 -1.86823  0.01
F3 -5.99217 -2.61202 -0.84955  0.01
C26 -4.40765 -1.26928 -2.02164  0.01
C27 -4.75659 -0.36176 -2.99345  0.01
C28 -4.02719 0.81969 -3.07319  0.00
C29 -2.93700 0.97140 -2.24617  0.01
N2 -2.55044 0.09313 -1.32058  0.00
C30 -3.36102 -0.98565 -1.09643  0.04
S1 -3.22566 -1.94508 0.28362  0.34
H22 -5.58485 -0.55967 -3.65607  0.00
H23 -4.28671 1.59285 -3.77365  0.00
H24 -2.33817 1.86547 -2.33813  0.00
O1 -3.49654 2.77963 1.91742  0.03
C31 -2.54195 2.04737 1.74203  0.02
O2 -1.88756 1.94202 0.65155  0.10
C32 -2.05083 1.21365 2.91075  0.03
C33 -2.29888 1.75672 4.16903  0.00
C34 -1.95600 1.08329 5.32286  0.04
C35 -1.38915 -0.18023 5.22622  0.00
C36 -1.14248 -0.73244 3.99012  0.03
C37 -1.43149 -0.03604 2.81279  0.02
S2 -0.94420 -0.87534 1.34879  0.38
H25 -2.77864 2.72424 4.21101  0.00
H26 -2.12154 1.53857 6.28841  0.00
H27 -1.14736 -0.73556 6.12082  0.00
H28 -0.70874 -1.71517 3.89490  0.00
O3 0.40781 4.98199 -1.40363  0.00
Se1 -0.50482 3.88558 -0.76188  0.00
O4 0.43699 3.38226 0.79882  0.00
O5 -0.45105 2.53764 -1.62179  0.02
O6 -1.89721 4.47229 -0.42025  0.01



Here is a 2-piece molecular cluster, C37H28F6N5 overall in a non-equilibrium geometry from the OMol25 dataset. Energies are from ωB97M-V/def2-TZVPD.

Orbital gap in eV: 5.33
Strongest force on any atom in eV/A: 3.448
DFT total energy in eV: -62570.65663
HOMO level in eV: -10.4
Total charge: +1

Last column: Löwdin charge in e.
Cartesian coordinates (Å):
C1 -2.01375 2.37216 2.76648  -0.11
N1 -3.17526 1.72519 2.81983  -0.07
N2 -4.31829 1.55876 2.68817  0.25
C2 -0.81427 1.73052 3.15647  -0.24
C3 0.45818 2.39294 3.14789  -0.02
C4 1.60456 1.69199 3.49343  -0.03
C5 1.53822 0.33478 3.85456  -0.24
C6 2.72190 -0.40076 4.18169  -0.18
N3 3.68036 -1.02483 4.43833  0.16
C7 0.28918 -0.31330 3.86861  -0.02
C8 -0.86989 0.37412 3.55010  -0.03
H1 -2.00807 3.42734 2.45080  0.14
H2 0.51496 3.44705 2.87111  0.11
H3 2.57591 2.18772 3.48778  0.12
H4 0.24336 -1.36585 4.14225  0.13
H5 -1.84455 -0.12862 3.60122  0.11
F1 -8.15117 7.42714 0.29192  0.14
C9 -8.11705 6.09425 0.04854  -0.53
F2 -7.19144 5.52527 0.89188  0.12
F3 -9.33501 5.56193 0.40408  0.12
C10 -7.78610 5.75615 -1.37044  -0.01
N4 -7.61455 4.30349 -1.44252  -0.05
C11 -8.67463 3.56612 -2.01263  -0.24
C12 -8.74213 3.44384 -3.41142  -0.01
C13 -9.86063 2.86781 -4.00303  -0.07
C14 -10.90346 2.40588 -3.19257  -0.07
C15 -10.84856 2.53016 -1.80205  -0.06
C16 -9.72778 3.10211 -1.20912  -0.01
C17 -6.34783 3.76188 -1.31520  -0.19
C18 -6.19833 2.56234 -0.59083  0.03
C19 -4.94084 2.04808 -0.39724  -0.01
C20 -3.77271 2.65517 -0.97439  -0.19
C21 -2.52657 2.00321 -0.75481  0.08
C22 -1.30419 2.17134 -1.45597  -0.19
C23 -0.08575 1.62208 -0.92067  0.02
C24 1.11829 1.81937 -1.55243  0.01
C25 1.16388 2.56631 -2.74599  -0.18
N5 2.38178 2.82811 -3.33619  -0.03
C26 3.53856 3.15380 -2.50465  -0.01
C27 3.48506 4.59860 -2.10369  -0.53
F4 4.38421 4.91103 -1.13735  0.14
F5 3.71698 5.42063 -3.18392  0.11
F6 2.23432 4.92682 -1.64012  0.12
C28 2.52599 2.80869 -4.74078  -0.25
C29 2.28153 3.99815 -5.43916  -0.03
C30 2.21654 3.98173 -6.82552  -0.06
C31 2.43032 2.77770 -7.50469  -0.07
C32 2.77185 1.60704 -6.81889  -0.07
C33 2.84283 1.62233 -5.42958  0.00
C34 -0.02165 3.03675 -3.35317  0.04
C35 -1.23152 2.83568 -2.72283  0.01
C36 -3.95974 3.89923 -1.66577  0.01
C37 -5.22742 4.41738 -1.86462  0.02
H6 -8.61385 6.05339 -2.01571  0.16
H7 -6.86179 6.26527 -1.64136  0.13
H8 -7.90833 3.82404 -4.00482  0.12
H9 -9.91311 2.78339 -5.09008  0.11
H10 -11.78230 1.95708 -3.65302  0.11
H11 -11.66779 2.18946 -1.16322  0.12
H12 -9.63720 3.22391 -0.13159  0.12
H13 -7.08615 2.08291 -0.16509  0.14
H14 -4.80751 1.15814 0.22299  0.10
H15 -2.52565 1.23789 0.02208  0.12
H16 -0.12057 1.03616 0.00174  0.12
H17 2.04514 1.40465 -1.15153  0.12
H18 3.53322 2.55111 -1.59814  0.13
H19 4.44080 3.00611 -3.09788  0.16
H20 2.10492 4.90258 -4.85602  0.12
H21 1.98870 4.90983 -7.35404  0.11
H22 2.35861 2.75933 -8.59098  0.11
H23 2.97197 0.67978 -7.36275  0.11
H24 3.09474 0.73039 -4.85155  0.12
H25 0.03954 3.60462 -4.28442  0.12
H26 -2.15134 3.18042 -3.19763  0.11
H27 -3.10338 4.46698 -2.02701  0.12
H28 -5.38510 5.31708 -2.46113  0.12